No. 1
This record from the OMol25 dataset describes a 12-piece molecular cluster, C28H82N2O22 overall at a distorted geometry. The level of theory is ωB97M-V with the def2-TZVPD basis set.

Geometry as XYZ:
```
134
Properties=species:S:1:pos:R:3:forces:R:3:lowdin_charge:R:1
C -4.05471 5.81822 3.97342 -0.09 0.95 -1.67 -0.082
O -3.87386 5.12989 2.70884 -0.37 0.33 1.73 -0.201
C -4.27153 3.77217 2.82392 0.26 -0.45 0.36 -0.240
C -4.15441 3.23908 1.42036 -1.53 0.27 -0.83 -0.448
C -5.30647 3.87643 0.61753 -0.47 -1.53 -0.84 -0.056
N -4.17163 1.79916 1.39267 0.12 -1.32 0.16 0.063
H -5.04943 5.61770 4.33298 -0.48 -0.22 0.38 0.070
H -4.02696 6.91882 3.75942 0.30 -1.00 0.20 0.100
H -3.31807 5.53920 4.71730 0.26 -0.11 0.07 0.080
H -3.57049 3.18283 3.46927 -0.57 0.51 -0.10 0.127
H -5.34643 3.65996 3.19014 1.21 0.21 -0.16 0.142
H -3.22341 3.60174 1.02284 0.57 -0.06 -0.19 0.121
H -5.29487 3.56883 -0.44837 0.00 -0.13 0.54 0.075
H -5.30379 4.92773 0.59205 0.33 1.46 0.27 0.049
H -6.28721 3.59273 1.05048 0.44 -0.12 -0.21 0.085
H -3.77055 1.32257 0.58848 0.18 0.74 0.06 0.052
H -5.08256 1.36329 1.49704 -0.08 0.46 0.20 0.084
C 6.91802 -0.64586 -0.00104 0.86 1.49 -0.22 -0.087
O 5.80146 -0.09397 -0.66000 -0.23 -0.18 -0.26 -0.233
C 5.33488 -0.73793 -1.83170 0.31 -0.86 -0.12 -0.207
C 5.81825 -0.09762 -3.10529 2.92 2.03 -0.69 -0.414
C 5.13851 1.27310 -3.35248 -1.26 -2.16 0.39 -0.039
N 5.91301 -0.87377 -4.36362 1.64 0.91 2.01 0.057
H 7.06362 -1.71912 -0.18983 -0.42 0.17 0.44 0.091
H 6.73480 -0.31963 1.04388 0.65 -0.83 -0.36 0.098
H 7.83233 -0.12839 -0.39849 -0.44 -0.48 0.56 0.094
H 5.61631 -1.80281 -1.87401 -0.09 0.14 0.40 0.130
H 4.29289 -0.64341 -1.69428 -1.55 -0.32 -0.39 0.097
H 6.91374 0.17591 -2.85453 -1.33 -0.40 -0.35 0.157
H 5.68739 1.90093 -4.00243 0.47 0.53 -0.78 0.062
H 5.05964 1.71674 -2.38296 -0.10 0.66 0.56 0.047
H 4.09105 1.10089 -3.71400 0.79 0.28 0.09 0.099
H 5.01792 -1.01804 -4.68854 -2.33 -0.69 -1.09 0.030
H 6.36889 -1.75658 -4.18613 -0.05 -0.22 -0.11 0.067
O -0.55824 -0.27842 3.60252 0.84 -0.15 0.71 -0.108
C -0.97244 -0.17035 4.99049 0.88 -2.83 -1.19 -0.220
C -0.54287 1.06872 5.60694 1.34 1.63 0.84 -0.237
O 0.87721 1.30904 5.39722 -1.33 0.14 -0.07 -0.071
H 0.42531 -0.41118 3.58080 -1.12 0.02 -0.01 0.081
H -2.02092 -0.23964 4.92637 -1.51 0.12 0.16 0.106
H -0.66553 -1.08585 5.58473 0.12 0.89 -0.70 0.145
H -0.71596 1.02580 6.67456 0.03 -0.15 0.43 0.116
H -1.16841 1.89720 5.27443 0.31 0.27 -0.41 0.119
H 0.88612 1.98781 4.69758 0.20 -0.18 0.00 0.046
O -0.60548 2.34226 -3.72372 -0.50 -0.26 0.13 -0.057
C -1.40634 3.52247 -3.61270 1.08 -0.14 -0.82 -0.237
C -2.86759 3.30086 -3.49013 -1.10 0.33 -0.89 -0.224
O -3.37094 2.91341 -4.77101 -0.36 -0.98 -0.31 -0.083
H -0.38981 2.04858 -2.82648 0.06 0.03 -0.12 0.071
H -0.97493 4.14156 -2.88498 0.24 0.80 1.70 0.103
H -1.22727 4.10263 -4.51103 -0.09 -0.12 -0.53 0.122
H -3.42685 4.21448 -3.23432 0.51 -0.19 0.60 0.130
H -3.12078 2.48452 -2.81184 0.05 0.14 0.17 0.113
H -3.61834 3.66902 -5.31001 0.15 0.11 0.24 0.084
O -2.93331 -2.16730 -5.55509 0.29 1.79 0.40 -0.088
C -3.75016 -1.15700 -4.90670 0.16 -0.42 1.02 -0.194
C -3.15901 -0.86812 -3.50873 0.92 0.87 -0.77 -0.161
O -1.71981 -0.51183 -3.61356 -1.22 -0.86 -0.10 -0.100
H -2.08282 -1.67921 -5.48749 -0.05 -1.09 -0.31 0.095
H -3.78936 -0.20023 -5.45701 -0.11 -0.55 -0.17 0.122
H -4.73819 -1.60966 -4.76039 0.07 0.38 -0.23 0.130
H -3.18030 -1.76824 -2.90092 -0.01 0.16 0.12 0.089
H -3.68524 -0.01968 -3.04112 -0.01 -0.44 -0.04 0.121
H -1.58028 0.31484 -4.09311 -0.21 0.40 0.09 0.075
O -4.02640 -2.29002 -0.33672 -1.71 -1.14 -0.13 -0.042
C -2.98452 -1.45442 0.00238 1.76 -0.04 -0.95 -0.274
C -2.72551 -1.34114 1.48183 -0.64 0.63 1.34 -0.200
O -1.85369 -2.32680 2.05514 -0.16 -0.21 -0.83 -0.080
H -3.74787 -3.00855 -0.92199 0.05 0.34 0.15 0.081
H -2.09081 -1.86841 -0.48308 0.30 0.33 0.33 0.112
H -3.12455 -0.47541 -0.50772 -0.06 -0.14 0.67 0.108
H -3.65679 -1.38870 2.07889 -0.03 -0.02 -0.66 0.132
H -2.32010 -0.35995 1.74119 0.11 0.00 -0.35 0.085
H -1.28256 -1.81357 2.63915 0.47 0.09 0.37 0.052
O 3.26328 2.63284 2.35711 0.03 -1.18 0.27 -0.074
C 3.59840 3.29042 1.15996 0.98 2.10 1.70 -0.265
C 2.96455 2.68917 -0.01077 1.56 -0.16 -0.64 -0.222
O 3.36490 1.32428 -0.05928 -0.24 0.05 -0.64 -0.061
H 3.49992 1.66712 2.29154 -0.33 1.02 0.13 0.085
H 3.28419 4.34433 1.31753 -0.18 -0.43 -0.29 0.135
H 4.69312 3.40529 1.08463 -0.05 -0.47 -0.29 0.127
H 3.21138 3.30337 -0.88685 0.11 -0.46 -0.26 0.135
H 1.93311 2.74573 0.12253 -1.89 -0.32 -0.01 0.080
H 4.30959 1.27291 -0.26278 0.07 -0.11 0.02 0.063
O 1.54236 -4.57989 -0.62668 0.53 0.53 -0.82 -0.077
C 1.17939 -5.60621 0.24179 -0.55 -0.13 0.84 -0.240
C 0.20202 -5.08905 1.26952 0.63 1.54 0.71 -0.207
O -0.90512 -4.49925 0.61724 -0.46 -1.04 -0.61 -0.082
H 0.77121 -4.28066 -1.17564 0.51 -0.57 0.40 0.065
H 0.73160 -6.45237 -0.24012 -0.58 -0.46 -0.91 0.110
H 2.04137 -6.07930 0.72196 0.24 0.65 0.07 0.129
H 0.64942 -4.24933 1.83148 0.35 -0.47 0.03 0.119
H -0.04529 -5.84870 1.99919 -0.44 -0.42 0.07 0.119
H -1.30526 -3.79941 1.15513 -0.03 0.38 0.34 0.058
O -3.22363 -4.03978 -3.38575 -0.94 -0.21 0.37 -0.079
C -2.58464 -5.31062 -3.27336 -0.22 2.14 0.77 -0.221
C -1.12812 -5.06374 -3.06335 1.09 -1.60 -1.70 -0.253
O -0.80626 -4.22670 -2.00809 0.24 1.04 -0.14 -0.094
H -3.11426 -3.55768 -4.21534 0.48 -0.37 -0.42 0.047
H -3.07077 -5.75744 -2.42965 -0.06 -0.35 0.77 0.117
H -2.73721 -5.97989 -4.07372 -0.22 -0.60 -1.39 0.107
H -0.70937 -4.72258 -4.07447 -0.34 0.25 1.62 0.154
H -0.64311 -6.03861 -2.92065 0.07 -0.17 0.01 0.121
H -1.07254 -4.56423 -1.13396 -0.33 -0.10 0.15 0.063
O 0.54946 3.21782 3.26517 0.18 -0.15 -1.99 -0.094
C -0.20748 3.29048 2.00485 -1.37 1.98 2.04 -0.193
C -0.32719 2.00899 1.26426 -1.44 -0.47 -1.50 -0.197
O -0.83055 2.34856 -0.09664 0.91 1.05 1.80 -0.078
H 1.45093 3.25093 2.88101 0.13 -0.37 1.01 0.056
H -1.24585 3.61121 2.32923 1.12 -0.17 -0.53 0.123
H 0.22623 4.14670 1.43505 -0.34 -0.85 -0.08 0.135
H -1.05525 1.33477 1.71622 -0.10 0.29 0.26 0.093
H 0.57530 1.43569 1.27855 0.97 -0.14 -0.50 0.094
H -0.99041 1.54194 -0.55768 0.11 -1.35 -0.34 0.015
O -0.28840 -0.31915 -1.28225 0.50 0.12 0.12 -0.099
C 0.77187 -1.29202 -1.36717 -0.74 -0.06 -0.89 -0.178
C 1.39740 -1.23530 -0.01197 -0.52 -0.13 0.98 -0.254
O 2.50606 -2.05396 0.22145 1.31 -0.16 0.21 -0.066
H -0.91997 -0.51224 -1.98212 -0.13 -0.02 -0.54 0.028
H 0.29352 -2.28563 -1.53702 0.53 0.61 0.05 0.107
H 1.44499 -1.07767 -2.22841 -0.19 0.00 0.61 0.135
H 0.59079 -1.52852 0.66377 -0.26 0.05 0.23 0.115
H 1.69907 -0.23632 0.29432 -0.03 0.11 -0.42 0.100
H 2.35972 -2.97478 -0.03645 -0.45 -0.21 -0.24 0.062
O 1.64544 -2.01447 3.18937 -0.37 -0.16 0.33 -0.088
C 2.70800 -1.69093 4.07597 1.27 0.66 -0.93 -0.201
C 4.05117 -1.36653 3.31136 -1.81 -0.74 2.68 -0.235
O 3.83155 -0.28848 2.49116 0.25 1.17 -1.51 -0.065
H 1.91813 -2.26138 2.28825 0.53 0.28 0.37 0.058
H 2.45148 -0.79726 4.65693 -0.28 0.12 -0.37 0.106
H 2.89767 -2.43429 4.84534 -0.07 -0.70 -0.18 0.109
H 4.38124 -2.27292 2.82610 0.38 -0.12 -0.43 0.120
H 4.70895 -1.07529 4.14362 0.40 -0.19 -0.45 0.123
H 3.91096 -0.51029 1.55130 -0.18 -0.14 0.18 0.075
```
Positions in Å, forces in eV/Å.

Calculated values
Energy above the lowest of the compared OMol25 structures with the same formula, charge and spin, eV: 0.940
Max |F|, eV/A: 3.6
HOMO-LUMO gap, eV: 9.6
HOMO level, eV: -9.045
M, g mol⁻¹: 798.956
SMILES string: COC[C@H](C)N.COC[C@H](C)N.OCCO.OCCO.OCCO.OCCO.OCCO.OCCO.OCCO.OCCO.OCCO.OCCO

=====

No. 2
This record from the OMol25 dataset describes C33H24F11N5O2S2V as an isolated structure at a distorted geometry. The level of theory is ωB97M-V with the def2-TZVPD basis set.

Geometry as XYZ:
```
78
Properties=species:S:1:pos:R:3:forces:R:3:mulliken_spin:R:1
V -0.97537 0.60492 0.01876 0.29 -0.15 -1.03 2.032
C -3.29866 0.55667 -2.18449 -0.73 1.19 0.23 0.019
N -2.82129 1.30352 -0.95865 -2.24 -0.10 0.70 0.001
C -2.66983 2.73941 -1.17733 -0.05 1.03 -2.61 0.017
C -1.63247 3.45999 -0.31828 0.75 0.72 -0.76 0.013
N -0.49921 2.55226 -0.14083 0.84 0.38 -0.22 -0.147
C 0.81831 2.99811 -0.25141 -0.50 0.54 0.88 0.089
C 1.25334 4.27840 0.20667 0.67 -0.77 -1.17 0.001
F 0.33023 5.14961 0.61455 -0.09 0.51 0.41 0.000
C 2.59287 4.66406 0.12537 -0.50 -0.34 0.74 0.000
F 2.94530 5.94315 0.46510 -0.23 -1.11 -0.37 0.000
C 3.57887 3.71424 -0.21230 -0.52 1.67 -0.65 -0.002
F 4.79118 4.30732 -0.45141 -0.27 -0.94 0.38 0.000
C 3.19219 2.43960 -0.61384 0.43 0.50 -0.38 -0.008
F 5.46040 1.90034 -1.15908 -0.23 0.31 -0.01 0.001
C 1.83928 2.12297 -0.67715 -0.44 0.85 0.57 -0.116
F 0.24173 0.84224 -1.87652 0.33 -0.28 0.15 -0.001
C -3.82398 1.07634 0.14709 0.80 -0.50 0.05 0.034
C -3.30076 1.48630 1.50557 -0.86 -1.06 0.11 0.021
N -1.98264 0.94114 1.63293 -0.66 -0.25 0.45 0.026
C -1.30371 1.12137 2.79448 1.64 -1.29 0.67 -0.050
C -0.44864 0.05947 3.20097 -1.60 0.38 -1.25 0.007
F -0.47974 -1.13086 2.58860 -0.27 0.15 -0.05 0.008
C 0.44704 0.20949 4.18535 2.22 -0.37 1.37 0.011
F 1.25903 -0.82097 4.49508 -0.14 0.09 0.06 0.000
C 0.64422 1.40943 4.82409 -0.38 1.33 1.20 0.005
F 1.56874 1.56712 5.83637 -0.96 -0.31 -1.23 0.000
C -0.23908 2.46918 4.53040 1.95 -0.92 0.87 0.000
F -0.02762 3.63458 5.14461 -0.42 0.18 -0.03 0.000
C -1.16771 2.28711 3.55675 -1.70 0.71 -1.54 -0.014
F -1.96772 3.33634 3.17331 0.68 -0.22 0.57 0.000
H -4.24148 0.99131 -2.69458 1.37 -0.30 1.02 0.000
H -3.49728 -0.46638 -1.89366 -0.03 -0.07 0.03 0.000
H -2.48269 0.54644 -2.88594 0.27 0.03 -0.38 -0.004
H -3.67718 3.26804 -1.30139 1.08 -0.56 0.59 0.000
H -2.20540 2.83333 -2.19707 -0.49 -0.26 0.64 -0.003
H -1.99654 3.87258 0.59025 -0.59 -0.16 1.24 -0.003
H -1.37626 4.41993 -0.85346 0.02 -1.06 0.03 -0.002
H -3.97751 -0.01031 0.15882 -0.24 0.38 0.02 -0.019
H -4.76453 1.60759 0.07042 -0.45 0.09 -0.94 0.002
H -4.05583 1.05807 2.21715 0.66 -0.02 -0.13 -0.003
H -3.37227 2.53539 1.68566 0.10 0.92 -0.20 -0.006
O -0.77293 -5.26843 -0.74371 0.94 -1.32 -0.78 0.000
C -1.82574 -4.74311 -0.16893 0.15 0.90 1.12 -0.001
C -2.60368 -5.51591 0.64876 -1.96 0.30 0.53 0.000
C -3.75337 -4.99220 1.29543 1.54 -1.09 -0.60 0.000
C -3.97441 -3.63208 1.25928 -1.61 0.38 0.31 -0.001
C -3.11330 -2.81861 0.55139 -0.54 -1.09 -0.23 0.006
C -2.09087 -3.37847 -0.16326 1.89 2.05 -0.89 -0.001
C -1.15747 -2.37895 -0.84616 0.13 0.44 -0.49 0.005
O -1.49474 -1.11942 -0.85004 0.05 -1.11 0.39 -0.023
N -0.10329 -2.88146 -1.45192 -0.45 0.30 -0.31 -0.002
N 0.55973 -2.01773 -2.34766 -1.27 -0.16 0.50 0.002
C 1.65413 -2.48237 -2.73337 1.60 0.23 -0.09 0.000
S 2.49273 -3.83418 -1.96233 0.84 0.03 -0.79 0.000
C 3.92321 -3.81794 -3.17585 -1.75 -0.56 -0.75 0.000
C 4.18293 -2.39433 -3.63723 1.14 -0.10 1.59 0.000
S 2.61069 -1.63947 -4.00930 -0.78 0.11 -0.12 0.000
H -0.23627 -4.57667 -1.20587 -0.20 0.44 0.09 0.000
H -2.35387 -6.53666 0.74774 0.12 -1.07 0.04 0.000
H -4.37817 -5.75056 1.76991 -0.09 0.64 0.20 0.000
H -4.89307 -3.19373 1.67704 0.52 -0.28 0.05 0.000
H -3.27069 -1.78465 0.39189 -0.10 0.80 0.39 0.012
H 3.58130 -4.40303 -4.05452 0.37 0.00 0.57 0.000
H 4.74081 -4.30095 -2.66702 0.42 -0.03 0.01 0.000
H 4.91920 -2.33354 -4.47722 -0.86 -0.01 0.56 0.000
H 4.60901 -1.90655 -2.73437 0.00 0.20 -0.74 0.000
F 5.40627 -0.46275 -0.78448 -0.04 -0.03 -0.26 0.001
C 4.17110 0.10152 -0.50506 0.99 -0.94 1.23 0.028
C 4.14932 1.44563 -1.21142 0.09 -0.38 0.64 0.001
C 1.42167 0.76237 -1.03129 1.21 -1.92 -0.88 0.041
C 1.08493 -0.00320 0.21012 0.16 0.32 0.63 -0.042
C 2.10956 -0.55296 0.91828 0.43 1.58 -1.87 0.062
C 3.52540 -0.57726 0.46606 -0.62 -0.37 0.06 -0.015
H 3.91094 1.30758 -2.25392 0.01 -0.05 -0.60 0.000
H 2.18442 0.21317 -1.66902 -0.92 0.58 0.47 0.012
H 2.01142 -0.99860 1.86883 -0.62 -0.62 0.88 0.006
H 4.09571 -1.41329 0.95820 -0.31 0.90 -0.91 0.001
```
Positions in Å, forces in eV/Å.

Calculated values
Net charge: -1
Energy above the lowest of the compared OMol25 structures with the same formula, charge and spin, eV: 1.856
Max |F|, eV/A: 2.9
2S+1: 3
HOMO-LUMO gap (alpha / beta), eV: 7.0 / 7.2
HOMO level (alpha / beta), eV: -4.732 / -4.901
M, g mol⁻¹: 846.644

=====

No. 3
This record from the OMol25 dataset describes C3H4O2S in the gas phase at a distorted geometry. The level of theory is ωB97M-V with the def2-TZVPD basis set.

Geometry as XYZ:
```
10
Properties=species:S:1:pos:R:3:forces:R:3:mulliken_spin:R:1
C 1.47165 0.21690 0.36475 -4.52 -0.32 0.17 0.099
C 0.52626 0.09899 1.57509 0.36 2.50 -2.04 0.739
C 1.07966 -0.99461 -0.57359 2.09 -2.77 -0.39 0.085
O 0.71088 -0.56876 2.62222 0.52 -1.30 1.85 0.958
O 2.86319 0.60347 -1.62967 1.15 0.08 -0.01 0.021
S 2.79015 -0.40037 -0.54382 0.97 -0.21 -1.90 0.019
H 1.35809 1.20778 -0.16717 -0.33 -1.16 0.73 0.001
H -0.36579 0.73459 1.42031 0.41 -0.38 0.50 0.081
H 1.38181 -2.11507 -0.23375 -1.56 2.65 0.28 -0.005
H 0.45025 -1.09367 -1.49517 0.91 0.91 0.82 0.001
```
Positions in Å, forces in eV/Å.

Calculated values
Energy above the lowest of the compared OMol25 structures with the same formula, charge and spin, eV: 3.812
Max |F|, eV/A: 4.5
2S+1: 3
HOMO-LUMO gap (alpha / beta), eV: 7.3 / 6.8
HOMO level (alpha / beta), eV: -6.633 / -9.618
M, g mol⁻¹: 104.130

=====

Q: max |F| of number 3 (C3H4O2S)?
A: 4.5 eV/A